17
Properties=species:S:1:pos:R:3 method="wB97M-V/def2-TZVPD" lumo_energy_ev=-0.116 e_above_lowest_kcal_mol=146.7 spin_multiplicity=1
C -0.543 0.308 0.025
C -1.777 -0.498 -0.068
H 1.524 -1.766 0.011
H -2.384 -0.353 -0.895
C 0.414 -0.272 1.005
H -2.222 1.666 0.135
H -2.520 -0.188 0.756
H 2.144 1.503 1.275
C 1.657 0.663 0.673
H 0.307 -0.667 -2.003
C 1.777 0.546 -0.683
O -0.778 1.665 -0.128
N 0.618 -1.364 0.046
H -1.404 -1.474 0.131
H 0.353 -0.378 2.090
H 2.313 0.909 -1.433
C 0.521 -0.301 -0.936

9
Properties=species:S:1:pos:R:3 method="wB97M-V/def2-TZVPD" lumo_energy_ev=-1.586 e_above_lowest_kcal_mol=57.0 spin_multiplicity=1
H 0.862 2.262 0.035
C -0.722 -0.169 0.794
H -1.745 -0.090 1.114
Si 0.499 0.911 -0.075
H -0.351 -0.946 1.399
H -1.604 -0.240 -1.363
I 3.713 -0.062 0.108
H 0.023 -1.267 -1.199
C -0.675 -0.399 -0.814

32
Properties=species:S:1:pos:R:3 method="wB97M-V/def2-TZVPD" lumo_energy_ev=0.791 e_above_lowest_kcal_mol=1.6 spin_multiplicity=1 smiles=COc1c(C)cn(C)c1C(C)(C)C
C 1.091 1.746 1.699
H 3.229 -0.063 0.885
H 0.321 -0.579 2.640
C 1.194 -0.676 2.114
H -0.776 -3.199 -0.900
H 0.209 1.538 2.410
C -1.626 0.824 -1.518
C -0.089 0.355 0.001
H -0.161 3.261 -0.501
H -4.055 -1.096 -1.037
C -1.957 -0.414 -1.091
O -1.012 -1.879 0.557
H 2.380 -0.430 -0.698
H -0.154 2.879 -2.331
C 0.175 2.521 -1.272
C 1.150 0.413 0.946
H 1.264 2.522 -1.273
H -3.362 -0.888 -2.669
N -0.540 1.310 -0.837
H 0.780 -2.613 -0.370
H 2.762 1.235 -0.168
H 0.972 2.711 1.214
H -1.910 1.441 -2.420
C -0.982 -0.691 -0.088
C 2.490 0.293 0.192
C -3.123 -1.216 -1.596
H 1.327 -1.602 1.597
H -0.394 -3.749 0.840
H 1.888 -0.518 2.879
H 1.979 1.793 2.283
H -2.781 -2.281 -1.469
C -0.289 -2.951 -0.021

20
Properties=species:S:1:pos:R:3 method="wB97M-V/def2-TZVPD" lumo_energy_ev=0.958 e_above_lowest_kcal_mol=32.9 spin_multiplicity=1 smiles="C[C@@H](N)CCC(N)=O"
N -1.452 -2.716 -0.198
C 0.188 1.055 -0.241
C -1.356 -1.447 0.443
H -0.352 -0.539 2.103
H 0.781 1.560 -2.148
H 1.163 -0.938 -0.567
C -0.057 -1.073 1.157
H -2.257 -2.814 -0.825
C 0.841 -0.257 0.306
N 0.044 0.943 -1.741
C 1.049 2.244 0.212
O -2.352 -0.776 0.578
H -0.845 1.257 -2.093
H 1.099 2.196 1.378
H 2.002 2.191 -0.247
H 0.806 3.216 -0.285
H 0.431 -1.964 1.612
H -0.651 -3.322 -0.340
H -0.913 1.160 0.138
H 1.831 0.024 0.758

83
Properties=species:S:1:pos:R:3 method="wB97M-V/def2-TZVPD" lumo_energy_ev=2.541 spin_multiplicity=1 total_charge=-1
H 0.517 -5.440 -0.070
H 0.423 -6.002 -3.160
H 8.516 5.190 2.383
H -6.078 3.194 -4.056
H -3.512 -2.565 -2.988
C 0.442 -5.076 -2.567
H 4.224 1.086 2.639
H -3.817 -4.512 4.024
H -2.557 -5.639 4.681
H 1.363 -5.043 -1.986
C 1.828 -2.500 1.789
O -3.269 -2.965 -2.146
H -4.571 2.397 -4.345
H -8.047 2.495 -2.329
H -1.442 -5.652 -2.046
C 7.599 4.826 1.913
H 5.533 2.967 3.665
C -5.115 2.966 -3.587
H 0.777 -1.577 -1.245
H -4.783 4.829 -2.476
H 4.858 4.081 2.485
H -2.436 1.287 -0.803
C -4.386 4.293 -3.340
I -1.971 -2.237 3.799
C -3.151 -5.344 3.815
C -6.117 2.689 -1.363
B -2.444 -2.098 -1.425
Al -0.789 -3.381 0.750
C -3.097 2.022 -1.265
H -2.834 -4.985 1.695
H -6.308 1.908 -0.623
H -3.798 -6.203 3.591
H -3.270 -2.824 0.403
O -1.780 -1.090 -2.169
H 4.893 3.538 -1.295
H -3.467 2.671 -0.470
H 6.802 2.238 -0.212
C -2.245 -5.121 2.604
H -3.804 0.764 -2.855
H 3.691 -2.039 2.693
C -1.240 -3.944 2.690
H -1.362 -1.558 -2.901
H 6.110 4.559 -0.553
H 3.462 2.241 1.539
C -4.228 1.300 -2.002
H 7.767 3.049 3.098
H -0.321 -4.297 3.161
H -2.377 -1.311 0.591
N 6.256 2.652 1.750
H -3.317 4.150 -3.195
C 3.065 -1.905 1.819
C 2.661 -1.067 -0.362
N -0.755 -4.981 -1.743
H 1.490 -3.070 2.647
C -2.364 -2.289 0.097
H -4.612 0.516 -1.342
H 5.199 1.754 0.213
H 0.509 -4.270 -3.310
H -8.033 3.568 -0.926
H 4.457 -0.739 0.737
C 0.993 -2.403 0.700
H -2.484 2.616 -1.944
H -7.353 4.121 -2.451
H 2.980 -0.518 -1.244
C 7.515 3.301 2.062
C 5.918 2.567 0.339
H -4.506 4.944 -4.210
C 5.171 3.035 2.635
C 3.471 -1.195 0.723
H 7.635 5.132 0.868
H 6.763 5.333 2.396
H -1.631 -6.018 2.501
C 5.341 3.817 -0.339
H -5.555 3.480 -0.842
C 3.953 2.133 2.507
H -1.136 -5.938 0.105
C -7.463 3.251 -1.801
N -5.362 2.100 -2.450
H 3.219 2.389 3.272
H 8.305 2.843 1.460
C 1.428 -1.667 -0.384
H 4.561 4.290 0.259
C -0.515 -5.116 -0.274

10
Properties=species:S:1:pos:R:3 method="wB97M-V/def2-TZVPD" lumo_energy_ev="-8.413 / -8.023" e_above_lowest_kcal_mol=170.1 spin_multiplicity=1 total_charge=+1
H 1.665 -0.299 -3.167
N -0.930 -0.657 0.155
Br 0.534 0.914 3.539
H -1.737 -0.956 2.238
C 0.081 0.373 1.782
C -1.016 -0.576 1.462
N 0.751 0.176 -2.907
C -0.025 0.194 -0.186
N 0.709 0.826 0.683
H -0.033 0.004 -3.598

17
Properties=species:S:1:pos:R:3 method="wB97M-V/def2-TZVPD" lumo_energy_ev=1.012 e_above_lowest_kcal_mol=133.0 spin_multiplicity=1
H 2.012 -0.073 -2.476
H 1.860 -1.300 1.349
H -2.446 2.693 0.472
C 0.653 -0.026 -0.695
H 0.561 -2.544 0.910
H -3.470 0.958 0.369
C -1.192 1.062 -0.045
H 2.650 -0.437 -0.829
H -2.187 1.534 1.743
H 1.784 -1.656 -1.835
C -2.458 1.532 0.624
H -0.284 1.514 -2.046
C 0.258 -0.425 0.517
C -0.333 1.019 -1.078
H 0.286 -1.531 2.484
C 1.817 -0.597 -1.503
C 0.709 -1.515 1.418

38
Properties=species:S:1:pos:R:3 method="wB97M-V/def2-TZVPD" lumo_energy_ev="10.351 / 10.351" spin_multiplicity=5 s_squared=6.01 total_charge=-5
O -23.122 -14.390 9.339
O -16.172 -17.254 14.850
O -21.110 -17.770 13.080
O -13.931 -20.476 12.644
O -19.400 -14.154 8.422
O -15.113 -20.980 9.940
O -18.660 -12.110 11.900
O -12.224 -21.589 13.274
N -22.515 -15.375 8.989
O -17.049 -21.057 11.985
O -14.082 -22.479 12.973
O -16.154 -18.430 13.003
O -18.765 -13.825 13.136
O -22.956 -15.890 7.974
O -17.893 -21.801 13.609
O -17.772 -16.726 9.576
N -16.147 -18.325 14.226
N -19.697 -12.987 8.350
N -14.792 -22.119 9.562
O -19.848 -16.269 13.863
O -20.779 -12.695 8.860
N -17.083 -17.672 10.075
O -14.694 -22.992 10.431
N -17.479 -22.044 12.509
O -19.022 -12.057 7.982
O -19.822 -16.761 11.775
O -14.572 -22.405 8.378
N -18.625 -13.343 12.001
Fe -15.742 -19.567 11.300
O -18.474 -14.085 10.988
Cd -19.455 -15.590 9.966
N -13.381 -21.524 12.948
O -17.647 -18.768 10.283
O -15.932 -17.636 10.334
O -17.112 -23.142 12.062
O -21.489 -15.709 9.612
O -16.467 -19.358 14.798
N -20.236 -16.946 12.918